Formula: C30H35F6N2OSi
Source: the Open Molecules 2025 dataset
Level of theory: ωB97M-V/def2-TZVPD

Cartesian coordinates (Å):
C  -2.738  3.662  -0.171
Si  -3.600  2.422  -1.272
C  -4.705  1.249  -0.325
C  -4.587  3.293  -2.599
C  -2.297  1.340  -2.185
C  -1.173  0.814  -1.667
O  -2.541  1.087  -3.546
C  -3.604  0.254  -3.898
C  -4.403  0.688  -4.957
C  -5.675  0.140  -5.081
C  -6.076  -0.910  -4.247
C  -5.206  -1.413  -3.275
C  -3.933  -0.860  -3.120
H  -3.493  4.298  0.316
H  -2.140  3.174  0.612
H  -2.074  4.309  -0.762
H  -5.490  1.834  0.178
H  -5.194  0.521  -0.986
H  -4.150  0.690  0.441
H  -5.001  4.225  -2.188
H  -3.950  3.553  -3.454
H  -5.425  2.686  -2.968
H  -0.470  0.277  -2.307
H  -0.950  0.972  -0.615
H  -4.057  1.522  -5.566
H  -6.353  0.535  -5.839
H  -7.072  -1.344  -4.351
H  -5.496  -2.242  -2.627
H  -3.235  -1.200  -2.352
C  -1.578  -1.279  5.080
N  -1.679  -2.113  3.910
C  -2.553  -3.269  4.025
C  -1.724  -4.390  4.582
F  -2.378  -5.559  4.778
F  -0.663  -4.641  3.736
F  -1.166  -4.016  5.784
C  -0.872  -1.914  2.826
C  -1.372  -2.009  1.498
C  -0.569  -1.615  0.452
C  0.786  -1.191  0.658
C  1.508  -0.601  -0.406
C  2.858  -0.148  -0.371
C  3.652  -0.199  -1.560
C  5.018  -0.033  -1.522
C  5.663  0.327  -0.311
N  7.029  0.604  -0.266
C  8.027  -0.429  -0.388
C  7.528  1.970  -0.414
C  7.518  2.661  0.917
F  8.109  3.886  0.919
F  6.224  2.845  1.350
F  8.149  1.888  1.863
C  4.869  0.453  0.857
C  3.500  0.338  0.805
C  1.329  -1.396  1.968
C  0.497  -1.612  3.041
H  -1.390  -0.239  4.780
H  -2.533  -1.334  5.616
H  -0.762  -1.604  5.746
H  -3.350  -3.029  4.738
H  -2.926  -3.564  3.040
H  -2.418  -2.286  1.343
H  -0.979  -1.589  -0.556
H  1.033  -0.611  -1.384
H  3.162  -0.429  -2.505
H  5.636  -0.151  -2.416
H  7.603  -1.335  -0.840
H  8.846  -0.054  -1.014
H  8.436  -0.692  0.602
H  8.564  1.919  -0.767
H  6.874  2.543  -1.088
H  5.379  0.645  1.803
H  2.924  0.574  1.696
H  2.400  -1.318  2.141
H  0.877  -1.584  4.066

Values from the calculation:
charge	+1
strongest force on any atom	2.12	eV Å⁻¹
Kohn-Sham gap	5.2507	eV

Atomic partial charges in e from the Mulliken method, atoms 1 to 6: number 1, C, carries -1.019; number 2, Si, carries 0.021; number 3, C, carries -0.868; number 4, C, carries -1.031; number 5, C, carries 0.166; number 6, C, carries -0.329

***

Formula: C37H27F15N6O2Ti
Source: the Open Molecules 2025 dataset
Level of theory: ωB97M-V/def2-TZVPD

Cartesian coordinates (Å):
Ti  0.054  -0.061  -0.229
C  3.773  -0.515  0.485
N  2.667  0.353  0.045
C  2.512  1.424  1.045
C  1.563  0.925  2.115
N  0.164  0.817  1.623
C  -0.684  1.613  2.409
C  -1.901  1.186  2.951
F  -2.367  -0.042  2.731
C  -2.735  2.010  3.689
F  -3.894  1.531  4.143
C  -2.387  3.319  3.952
F  -3.184  4.109  4.671
C  -1.183  3.786  3.456
F  -0.804  5.042  3.692
C  -0.374  2.950  2.708
F  0.764  3.492  2.248
C  3.030  0.833  -1.291
C  1.937  1.664  -1.962
N  0.619  1.462  -1.357
C  -0.218  2.574  -1.597
C  -1.336  2.504  -2.431
F  -1.608  1.383  -3.099
C  -2.209  3.562  -2.607
F  -3.288  3.418  -3.375
C  -1.962  4.774  -1.990
F  -2.795  5.799  -2.153
C  -0.817  4.914  -1.226
F  -0.528  6.088  -0.665
C  0.035  3.837  -1.054
F  1.158  4.063  -0.360
H  4.718  0.040  0.422
H  3.634  -0.823  1.517
H  3.845  -1.397  -0.143
H  3.487  1.689  1.475
H  2.099  2.308  0.572
H  1.900  -0.057  2.460
H  1.615  1.580  2.986
H  3.952  1.429  -1.239
H  3.258  -0.053  -1.884
H  2.201  2.722  -1.906
H  1.912  1.416  -3.033
C  -0.527  -2.269  -4.096
C  -1.815  -2.749  -3.915
C  -2.571  -2.283  -2.855
C  -2.010  -1.352  -1.989
N  -0.726  -0.985  -2.107
C  -0.015  -1.404  -3.150
C  -2.751  -0.558  -0.990
C  -4.136  -0.633  -0.880
C  -4.823  0.366  -0.210
C  -4.122  1.454  0.287
C  -2.734  1.476  0.231
C  -2.003  0.434  -0.333
H  0.081  -2.574  -4.936
H  -2.237  -3.463  -4.610
H  -3.590  -2.612  -2.716
H  1.003  -1.043  -3.214
H  -4.689  -1.441  -1.342
H  -5.900  0.322  -0.127
H  -4.656  2.286  0.730
H  -2.223  2.347  0.624
F  0.172  -3.112  -0.922
C  1.021  -2.158  -0.360
F  1.986  -2.001  -1.355
C  1.750  -2.997  0.747
F  2.889  -3.538  0.297
F  0.997  -4.018  1.198
F  2.075  -2.255  1.821
O  -0.702  -6.815  0.225
C  -1.486  -6.762  1.394
N  -2.840  -6.320  1.151
C  -3.225  -5.011  1.020
O  -4.182  -4.688  0.343
C  -2.395  -3.984  1.720
C  -2.067  -4.009  3.069
C  -1.274  -2.994  3.572
C  -0.813  -2.017  2.705
N  -1.119  -1.984  1.410
C  -1.919  -2.937  0.947
H  -0.449  -5.917  -0.022
H  -1.026  -6.115  2.139
H  -1.519  -7.780  1.780
H  -3.398  -6.932  0.570
H  -2.434  -4.800  3.711
H  -1.003  -2.958  4.617
H  -0.178  -1.216  3.057
H  -2.172  -2.910  -0.102

Values from the calculation:
strongest force on any atom	0.97	eV Å⁻¹
Kohn-Sham gap	7.4058	eV

Atomic partial charges in e from the Mulliken method, atoms 1 to 6: number 1, Ti, carries -1.858; number 2, C, carries -1.752; number 3, N, carries 0.711; number 4, C, carries -0.926; number 5, C, carries -1.496; number 6, N, carries 1.490

***

Formula: CHO4PS
Source: the Open Molecules 2025 dataset
Level of theory: ωB97M-V/def2-TZVPD

Cartesian coordinates (Å):
C  -0.380  0.279  0.423
O  -0.017  -1.677  -1.574
O  1.583  0.242  -1.511
O  1.712  -1.579  0.265
O  -1.875  2.029  1.420
P  0.833  -0.810  -0.694
S  -1.653  1.221  0.140
H  -0.203  0.295  1.531

Values from the calculation:
charge	-2
strongest force on any atom	2.13	eV Å⁻¹
Kohn-Sham gap	5.3542	eV

Atomic partial charges in e from the Mulliken method, atoms 1 to 6: number 1, C, carries -0.224; number 2, O, carries -0.773; number 3, O, carries -0.780; number 4, O, carries -0.802; number 5, O, carries -0.665; number 6, P, carries 0.775

***

Formula: C3H9N2O2
Source: the Open Molecules 2025 dataset
Level of theory: ωB97M-V/def2-TZVPD

Cartesian coordinates (Å):
N  -1.141  -1.301  -0.083
C  0.210  -0.719  0.020
C  0.609  -0.367  1.452
O  -0.254  0.537  2.029
C  0.176  0.415  -1.080
N  1.083  1.404  -0.889
O  -0.547  0.249  -2.030
H  -1.671  -0.816  0.664
H  -1.610  -1.242  -1.022
H  -1.199  -2.310  0.157
H  0.955  -1.381  -0.448
H  0.788  -1.324  1.983
H  1.631  0.020  1.470
H  -0.570  0.374  2.928
H  1.103  2.230  -1.504
H  1.313  1.531  0.089

Values from the calculation:
charge	+1
strongest force on any atom	2.24	eV Å⁻¹
SMILES	NC(=O)[C@H]([NH3+])CO
Kohn-Sham gap	11.0185	eV

Atomic partial charges in e from the Mulliken method, atoms 1 to 6: number 1, N, carries -0.282; number 2, C, carries 0.162; number 3, C, carries -0.917; number 4, O, carries -0.506; number 5, C, carries 0.354; number 6, N, carries -0.342

***

Formula: C10H12Cl3N2O2
Source: the Open Molecules 2025 dataset
Level of theory: ωB97M-V/def2-TZVPD

Cartesian coordinates (Å):
C  -3.536  0.110  -1.007
C  -2.052  -0.129  -0.552
Cl  -1.656  1.272  0.605
C  -0.986  -0.049  -1.715
C  0.131  -1.170  -1.687
C  -0.437  -2.427  -2.407
N  -0.658  -3.455  -2.868
C  0.776  -1.457  -0.268
C  2.107  -0.613  -0.178
N  3.169  -0.175  -0.176
C  1.166  -2.993  -0.031
O  0.318  -3.876  0.182
O  2.441  -3.298  -0.021
H  -4.145  0.275  -0.066
H  -3.654  1.042  -1.622
H  -3.984  -0.805  -1.499
H  -1.911  -1.069  0.044
H  -0.559  0.995  -1.790
H  -1.562  -0.191  -2.683
H  0.972  -0.795  -2.344
H  0.151  -1.163  0.610
Cl  3.757  2.896  2.890
C  2.123  3.122  2.217
C  1.167  2.036  2.657
Cl  1.568  0.459  1.931
H  2.207  3.163  1.131
H  1.768  4.092  2.568
H  0.154  2.284  2.338
H  1.163  1.921  3.741

Values from the calculation:
charge	-1
strongest force on any atom	5.29	eV Å⁻¹
Kohn-Sham gap	6.9239	eV

Atomic partial charges in e from the Mulliken method, atoms 1 to 6: number 1, C, carries -1.318; number 2, C, carries 0.296; number 3, Cl, carries -0.281; number 4, C, carries -1.228; number 5, C, carries 0.222; number 6, C, carries -0.083

***

Formula: C2H6BrN
Source: the Open Molecules 2025 dataset
Level of theory: ωB97M-V/def2-TZVPD

Cartesian coordinates (Å):
C  -0.361  1.563  0.024
C  0.042  -0.744  -0.533
N  -0.626  0.192  -0.205
Br  -2.936  0.053  0.186
H  0.711  1.762  -0.039
H  -0.897  2.153  -0.720
H  -0.738  1.834  1.012
H  -0.222  -1.767  -0.696
H  2.773  -2.810  0.545
H  2.256  -2.236  0.425

Values from the calculation:
strongest force on any atom	1.66	eV Å⁻¹
Kohn-Sham gap (alpha / beta)	7.8187 / 7.5950	eV

Atomic partial charges in e from the Mulliken method, atoms 1 to 6: number 1, C, carries -0.705; number 2, C, carries -0.207; number 3, N, carries -0.078; number 4, Br, carries -0.351; number 5, H, carries 0.371; number 6, H, carries 0.305